The following is a DFT calculation (wB97M-V/def2-TZVPD) of a molecular structure, C4H4Br2 in a non-equilibrium geometry.

The energy above the lowest of the compared OMol25 structures with the same formula, charge and spin comes out at 150.10 kJ/mol. The calculation puts the frontier orbital gap at 10.059 eV.

Last column: Löwdin charge in e.
Positions of all 10 atoms, in Å:
1 C 0.46 0.05 0.00  -0.47
2 C 1.45 -0.80 -0.13  0.06
3 C -0.32 0.90 0.86  -0.07
4 C -0.92 0.17 -0.46  -1.14
5 Br -2.09 -1.44 -0.19  0.57
6 Br -1.44 1.03 -2.09  0.65
7 H 1.36 -1.40 -1.07  0.09
8 H 2.46 -0.67 0.35  0.09
9 H -0.47 0.20 1.72  0.12
10 H -0.48 1.96 1.00  0.10